C22H42O13P2 | ωB97M-V/def2-TZVPD

## Properties
gap between HOMO and LUMO	0.22914	hartree
calculated total energy	-68668.0869	eV
E_LUMO	-2.45	eV
SMILES string	O=C1C=C(C[C@H]2CO2)C(=O)C(PP(=O)(O)O)=C1c1ccccc1.CO.CO.CO.CO.CO.CO.CO
total charge	0
energy above the lowest of the compared OMol25 structures with the same formula, charge and spin	430.2	kcal/mol

Last column: Mulliken charge in e.
Positions of all 79 atoms, in Å:
1 O -2.2752 -2.1683 -0.1079  -0.55
2 C -1.9813 -1.4277 -1.2073  0.25
3 C -3.0776 -0.3658 -1.8055  -0.79
4 C -2.8255 0.4731 -3.0452  0.59
5 C -4.0205 1.5152 -3.4597  -0.63
6 C -4.1600 1.5095 -5.2377  0.18
7 C -4.7395 0.0104 -5.8941  -0.51
8 O -5.6143 1.3997 -5.8002  -0.46
9 C -1.3833 0.2810 -3.8001  0.38
10 O -1.0015 0.9806 -4.9047  -0.67
11 C -0.2182 -0.7755 -3.2308  0.36
12 P 1.4383 -0.9368 -4.1939  -0.10
13 P 3.1423 -0.1972 -3.0530  0.88
14 O 2.8574 1.0809 -2.1676  -0.61
15 O 3.8164 -1.5525 -2.1272  -0.43
16 O 4.4060 0.1976 -4.2377  -0.51
17 C -0.5288 -1.5493 -1.9899  0.00
18 C 0.5746 -2.5983 -1.3010  0.34
19 C 1.4056 -1.9543 -0.0007  -0.21
20 C 2.5352 -2.8297 0.8475  -0.26
21 C 2.7710 -4.3848 0.3498  -0.49
22 C 1.9415 -5.0245 -0.9482  -0.41
23 C 0.8353 -4.1371 -1.8048  -0.34
24 H -4.1120 -0.2138 -1.2315  0.23
25 H -5.0713 1.1582 -3.0723  0.32
26 H -3.7439 2.6138 -3.1670  0.29
27 H -3.2858 2.1300 -5.8894  0.25
28 H -4.4307 -0.1835 -7.0203  0.26
29 H -5.6365 -0.5163 -5.3429  0.28
30 H 1.6921 -2.3579 -4.3724  0.08
31 H 4.2766 -2.1538 -2.8090  0.31
32 H 4.3729 -0.5216 -4.9441  0.32
33 H 1.2145 -0.8302 0.3431  0.29
34 H 3.0920 -2.3228 1.7635  0.27
35 H 3.5450 -5.0618 0.9149  0.32
36 H 2.1711 -6.1610 -1.2167  0.28
37 H 0.2378 -4.5743 -2.7269  0.34
38 C 2.6829 -0.7387 4.6849  -0.63
39 O 2.2377 -1.9957 4.2095  -0.39
40 H 3.6312 -0.4917 4.2018  0.27
41 H 1.9423 0.0270 4.4416  0.28
42 H 2.8296 -0.7884 5.7666  0.21
43 H 1.3954 -2.1880 4.6554  0.28
44 C 1.4637 1.3907 8.1549  -0.54
45 O 1.8049 0.0710 7.7726  -0.44
46 H 2.1798 2.0858 7.7103  0.21
47 H 0.4590 1.6269 7.7956  0.26
48 H 1.5028 1.4774 9.2434  0.25
49 H 1.1526 -0.5228 8.1817  0.27
50 C 0.3315 4.1426 -6.0060  -0.47
51 O 0.6727 2.8229 -6.3882  -0.54
52 H 1.0476 4.8377 -6.4506  0.31
53 H -0.6732 4.3788 -6.3652  0.20
54 H 0.3706 4.2294 -4.9174  0.18
55 H 0.0204 2.2291 -5.9792  0.41
56 C -1.6846 6.4020 -3.5986  -0.60
57 O -1.5296 5.0050 -3.7674  -0.41
58 H -2.1227 6.8231 -4.5065  0.28
59 H -2.3483 6.5963 -2.7524  0.24
60 H -0.7080 6.8592 -3.4219  0.22
61 H -1.1391 4.6594 -2.9467  0.26
62 C 1.0573 -5.5867 4.8139  -0.54
63 O 0.7350 -4.2830 4.3659  -0.48
64 H 0.3188 -5.9003 5.5554  0.16
65 H 1.0380 -6.2787 3.9684  0.28
66 H 2.0497 -5.5808 5.2712  0.26
67 H 1.4070 -4.0319 3.7097  0.31
68 C -0.6414 -4.8761 8.6035  -0.48
69 O -0.3002 -6.1958 8.2213  -0.52
70 H 0.0748 -4.1810 8.1589  0.14
71 H -1.6460 -4.6400 8.2443  0.28
72 H -0.6023 -4.7894 9.6921  0.30
73 H -0.9524 -6.7896 8.6304  0.30
74 C -0.7056 7.4640 -0.2133  -0.50
75 O -1.9553 7.9532 -0.6641  -0.49
76 H -0.1089 7.1637 -1.0778  0.17
77 H -0.1807 8.2514 0.3332  0.29
78 H -0.8644 6.5991 0.4354  0.25
79 H -2.4624 8.2116 0.1243  0.29

***

C4H16NO3 | ωB97M-V/def2-TZVPD

## Properties
gap between HOMO and LUMO	0.34860	hartree
calculated total energy	-12032.9139	eV
E_LUMO	-4.25	eV
total charge	+1
energy above the lowest of the compared OMol25 structures with the same formula, charge and spin	39.6	kcal/mol

Last column: natural (NBO) charge in e.
Positions of all 24 atoms, in Å:
1 C -2.8604 -0.7402 -1.2845  -0.61
2 C -1.3866 -0.9778 -0.8447  -0.44
3 C -0.7075 0.3570 -0.8969  -0.22
4 C 1.6349 1.2093 -0.7541  0.11
5 N 0.7874 0.3358 -1.0780  -0.37
6 H -3.5056 -1.2313 -0.5656  0.23
7 H -3.0573 -1.1918 -2.2549  0.23
8 H -3.1985 0.2959 -1.2974  0.22
9 H -1.0028 -1.7246 -1.5290  0.23
10 H -1.3362 -1.4283 0.1173  0.23
11 H -0.8820 1.0152 -0.0503  0.24
12 H -0.9507 0.8825 -1.8157  0.23
13 H 1.4369 2.1512 -0.2502  0.26
14 H 2.6701 0.9990 -0.9873  0.22
15 H 1.1504 -0.4121 -1.6439  0.44
16 H 1.2222 4.7051 0.8478  0.49
17 H 2.0796 3.9611 2.0015  0.50
18 O 1.4638 3.8816 1.2677  -0.98
19 H 0.0630 0.2961 5.9845  0.47
20 H 0.8679 -0.7606 5.4036  0.46
21 O 0.0670 -0.2604 5.1918  -0.93
22 H 2.0127 -3.9936 -2.6033  0.49
23 H 1.6607 -3.9508 -1.0839  0.48
24 O 1.7708 -3.4184 -1.8745  -0.97

***

C32H45F11HgN7OSi | ωB97M-V/def2-TZVPD

## Properties
⟨S²⟩	0.78
gap between HOMO and LUMO (alpha / beta)	0.13236 / 0.24145	hartree
spin multiplicity	2
calculated total energy	-88339.8231	eV
E_LUMO (alpha / beta)	4.59 / 4.59	eV
total charge	-2
energy above the lowest of the compared OMol25 structures with the same formula, charge and spin	0.0	kcal/mol

Last column: Mulliken charge in e.
Positions of all 98 atoms, in Å:
1 Hg -0.1647 -0.7892 -0.1778  1.14
2 N -1.3230 1.1566 -0.3226  0.07
3 C -2.5335 1.0961 -1.1498  0.77
4 C -3.6286 0.2584 -0.4768  -1.31
5 N -3.0815 -0.8985 0.2043  1.03
6 C -3.7459 -2.1665 0.0435  -0.90
7 C -3.3362 -2.8636 -1.2522  -0.43
8 N -1.9012 -3.0855 -1.2737  -0.32
9 H -0.6877 1.8766 -0.6447  0.18
10 H -1.5452 1.3163 0.6679  -0.01
11 H -2.9359 2.0964 -1.3505  0.49
12 H -2.2437 0.6565 -2.1011  -1.07
13 H -4.1894 0.8842 0.2289  0.19
14 H -4.3314 -0.0700 -1.2504  0.59
15 H -2.9036 -0.6590 1.1743  -0.23
16 H -3.4404 -2.7997 0.8818  0.34
17 H -4.8472 -2.0958 0.0738  0.40
18 H -3.9405 -3.7782 -1.3603  0.41
19 H -3.5761 -2.2167 -2.1011  -0.05
20 H -1.5813 -3.7482 -0.5788  0.17
21 H -1.5463 -3.3473 -2.1812  0.15
22 F -0.7964 -3.4093 4.6355  -0.42
23 C 0.0193 -3.1400 3.5665  0.39
24 C -0.4259 -2.3436 2.5280  0.46
25 C 0.3966 -2.1046 1.4339  -1.05
26 C 1.7096 -2.6616 1.3473  0.73
27 C 2.0982 -3.4126 2.4727  0.74
28 F 3.3542 -3.9714 2.5381  -0.45
29 C 1.2948 -3.6726 3.5606  -1.06
30 C 2.5222 -2.4405 0.1697  -0.07
31 C 3.9096 -2.7232 0.0664  -0.88
32 C 4.6005 -2.4736 -1.0893  -0.64
33 C 3.9103 -1.9275 -2.2155  -1.10
34 C 2.5734 -1.6456 -2.0487  -0.34
35 N 1.8828 -1.8683 -0.9287  0.15
36 H -1.4018 -1.8799 2.6123  0.34
37 H 1.6616 -4.2800 4.3770  0.46
38 H 4.4374 -3.1234 0.9188  0.34
39 H 5.6635 -2.6846 -1.1389  0.31
40 H 4.4071 -1.7180 -3.1534  0.45
41 H 1.9983 -1.1859 -2.8497  0.43
42 C -0.3818 0.3473 -6.1088  -1.28
43 Si -0.9423 -0.4077 -4.4616  0.77
44 C -2.8367 -0.2190 -4.5242  -1.15
45 C -0.6520 -2.2741 -4.5916  -1.25
46 N -0.1097 0.2118 -3.1451  -0.16
47 C 0.2966 1.4909 -2.9980  -0.94
48 C -0.4404 2.6260 -3.4386  0.30
49 C 0.0145 3.9233 -3.2559  -0.89
50 C 1.2232 4.1801 -2.6197  -0.80
51 C 1.9673 3.0886 -2.1688  -0.02
52 C 1.5214 1.7915 -2.3386  -0.05
53 H -0.7510 -0.2273 -6.9637  0.37
54 H 0.7097 0.3833 -6.1648  0.32
55 H -0.7445 1.3738 -6.2089  0.31
56 H -3.2375 -0.7082 -5.4183  0.35
57 H -3.1374 0.8329 -4.5513  0.32
58 H -3.3179 -0.6729 -3.6532  0.16
59 H -0.3926 -2.5683 -5.6125  0.38
60 H -1.5473 -2.8381 -4.3125  0.30
61 H 0.1698 -2.5710 -3.9364  0.24
62 H -1.3986 2.4570 -3.9196  0.30
63 H -0.5924 4.7520 -3.6087  0.35
64 H 1.5766 5.1938 -2.4769  0.35
65 H 2.9210 3.2589 -1.6767  0.39
66 H 2.1156 0.9523 -1.9918  0.41
67 C 3.1782 2.2785 3.3494  -1.84
68 C 3.3869 1.0804 2.4149  1.71
69 C 4.4219 1.4136 1.3414  -1.86
70 C 3.8506 -0.1342 3.2150  -1.46
71 N 2.1573 0.6500 1.7463  0.51
72 N 1.4318 1.6119 1.0151  -0.20
73 H 4.0888 2.4852 3.9184  0.48
74 H 2.3696 2.0753 4.0551  0.25
75 H 2.9261 3.1819 2.7891  0.40
76 H 5.4001 1.5945 1.7942  0.49
77 H 4.1385 2.3112 0.7853  0.32
78 H 4.5022 0.5797 0.6403  0.27
79 H 4.8273 0.0531 3.6674  0.49
80 H 3.9188 -1.0011 2.5573  0.12
81 H 3.1399 -0.3677 4.0129  0.33
82 H 1.5159 0.2055 2.3949  -0.08
83 H 1.9196 1.8478 0.1602  -0.16
84 H 1.2341 2.4671 1.5349  0.11
85 F -1.9270 3.6680 4.5777  -0.32
86 C -1.5551 2.7626 3.6486  0.39
87 F -0.3165 2.3701 3.9748  -0.24
88 F -1.4501 3.4207 2.4910  -0.29
89 C -2.5383 1.5401 3.5033  0.71
90 O -2.3343 0.9080 2.3751  -0.80
91 C -2.3361 0.6019 4.7430  0.42
92 F -1.1651 -0.0205 4.6973  -0.17
93 F -3.2865 -0.3446 4.7686  -0.29
94 F -2.3916 1.2400 5.9328  -0.32
95 C -4.0103 2.1117 3.5565  0.39
96 F -4.8861 1.1802 3.1665  -0.26
97 F -4.4335 2.5524 4.7569  -0.29
98 F -4.1426 3.1430 2.7060  -0.30

***

C52H46HgO3P2S2 | ωB97M-V/def2-TZVPD

## Properties
⟨S²⟩	0.76
gap between HOMO and LUMO (alpha / beta)	0.24439 / 0.25919	hartree
spin multiplicity	2
calculated total energy	-105227.9401	eV
E_LUMO (alpha / beta)	-1.78 / -3.09	eV
total charge	+1

Last column: Mulliken charge in e.
Positions of all 106 atoms, in Å:
1 Hg -0.3558 -0.3171 -0.1546  1.34
2 O -2.8187 0.0521 -1.8723  -0.28
3 S -3.7837 1.0258 -2.4779  -0.12
4 C -2.9740 2.6498 -2.3713  -0.76
5 C -2.5858 3.0521 -0.9571  -0.19
6 C -1.4082 4.0314 -0.9655  -0.19
7 C -1.1585 4.7006 0.3821  -1.18
8 S -0.2837 3.6885 1.6276  0.01
9 O -0.7661 2.2774 1.4983  -0.26
10 C 1.3929 3.7472 0.9288  -0.42
11 C 2.1040 4.8541 1.1511  -0.50
12 C 3.4935 5.0293 0.7497  -0.78
13 C 4.1249 4.4395 -0.2739  -1.54
14 C 3.5805 3.6094 -1.3634  -0.11
15 C 1.9672 2.5121 0.3074  0.48
16 C -5.0764 1.3072 -1.2696  0.53
17 C -6.2510 1.9204 -1.6835  -0.39
18 C -7.2704 2.1187 -0.7652  -0.56
19 C -7.1121 1.6979 0.5489  -0.57
20 C -5.9392 1.0711 0.9458  -0.71
21 C -4.9164 0.8627 0.0319  -0.38
22 H -3.6536 3.3561 -2.8527  0.53
23 H -2.0904 2.5261 -3.0056  0.43
24 H -2.3140 2.1642 -0.3876  0.01
25 H -3.4398 3.5069 -0.4505  0.44
26 H -1.6123 4.8218 -1.6954  0.59
27 H -0.5037 3.5212 -1.2998  -0.40
28 H -2.0994 5.0059 0.8452  0.55
29 H -0.5217 5.5818 0.2885  0.57
30 H 1.6575 5.6662 1.7195  0.52
31 H 4.0662 5.7221 1.3552  0.42
32 H 5.1764 4.6764 -0.3925  0.45
33 H 4.3068 3.3082 -2.1094  0.63
34 H 1.2119 1.7292 0.3762  -0.68
35 H -6.3704 2.2368 -2.7135  0.41
36 H -8.1928 2.5897 -1.0771  0.40
37 H -7.9101 1.8527 1.2629  0.40
38 H -5.8189 0.7413 1.9696  0.50
39 H -4.0033 0.3548 0.3164  0.47
40 O 2.0072 -2.2065 0.6647  0.59
41 C 1.8222 -3.5158 1.0490  -0.28
42 C 2.7915 -4.4955 0.8984  -0.41
43 C 2.4992 -5.7907 1.2931  -0.75
44 C 1.2555 -6.1056 1.8297  -0.93
45 C 0.2832 -5.1254 1.9340  -0.01
46 C 0.5505 -3.8178 1.5312  -0.16
47 P -0.6761 -2.4745 1.5031  0.76
48 C -0.7181 -1.8395 3.2008  0.59
49 C -1.5783 -2.3280 4.1812  -0.17
50 C -1.5521 -1.7848 5.4567  -0.82
51 C -0.6682 -0.7580 5.7602  -0.59
52 C 0.1926 -0.2702 4.7875  -0.97
53 C 0.1633 -0.8044 3.5087  0.19
54 C -2.2853 -3.2210 1.1525  0.85
55 C -3.4327 -2.4981 1.4901  -0.99
56 C -4.6800 -2.9277 1.0684  -0.75
57 C -4.7983 -4.0769 0.2985  -0.59
58 C -3.6629 -4.7884 -0.0564  -0.88
59 C -2.4097 -4.3575 0.3553  -0.85
60 C 3.1955 -1.5298 0.7987  -0.21
61 C 4.1283 -1.7764 1.7918  -0.45
62 C 5.2830 -1.0070 1.8273  -0.84
63 C 5.4966 -0.0029 0.8912  -0.89
64 C 4.5308 0.2574 -0.0696  -0.67
65 C 3.3633 -0.4988 -0.1218  0.15
66 P 1.9778 -0.1649 -1.2551  0.86
67 C 2.1652 -1.4051 -2.5630  0.81
68 C 3.4025 -1.9628 -2.8805  -0.33
69 C 3.5021 -2.8901 -3.9058  -0.80
70 C 2.3710 -3.2609 -4.6207  -0.56
71 C 1.1365 -2.7114 -4.3054  -0.72
72 C 1.0292 -1.7903 -3.2729  -0.47
73 C 2.3929 1.4320 -2.0102  -0.10
74 C 2.4250 2.6569 -1.1590  1.83
75 C 2.2234 3.9802 -1.9424  -0.10
76 C 2.0644 3.9097 -3.3887  -1.48
77 C 2.3062 2.7750 -4.0618  -1.10
78 C 2.4521 1.5224 -3.3572  -0.73
79 H 3.7552 -4.2459 0.4754  0.51
80 H 3.2504 -6.5607 1.1785  0.44
81 H 1.0424 -7.1155 2.1521  0.45
82 H -0.6913 -5.3720 2.3355  0.54
83 H -2.2672 -3.1314 3.9519  0.47
84 H -2.2243 -2.1627 6.2158  0.44
85 H -0.6537 -0.3353 6.7561  0.41
86 H 0.8768 0.5352 5.0201  0.48
87 H 0.8232 -0.4101 2.7427  0.05
88 H -3.3467 -1.5993 2.0905  0.56
89 H -5.5630 -2.3614 1.3357  0.42
90 H -5.7729 -4.4100 -0.0327  0.42
91 H -3.7488 -5.6825 -0.6598  0.43
92 H -1.5307 -4.9050 0.0423  0.46
93 H 3.9567 -2.5532 2.5243  0.62
94 H 6.0187 -1.1952 2.5978  0.45
95 H 6.4085 0.5778 0.9152  0.48
96 H 4.6748 1.0556 -0.7876  0.63
97 H 4.2870 -1.6690 -2.3274  0.46
98 H 4.4634 -3.3230 -4.1499  0.45
99 H 2.4518 -3.9871 -5.4190  0.41
100 H 0.2539 -3.0014 -4.8604  0.46
101 H 0.0652 -1.3675 -3.0233  0.53
102 H 2.8351 2.2003 0.8970  0.43
103 H 1.7318 4.7993 -1.4355  0.70
104 H 1.7644 4.8103 -3.9099  0.52
105 H 2.2610 2.7538 -5.1424  0.46
106 H 2.4775 0.6174 -3.9511  0.64